Run 1
Entry from the OMol25 dataset: a 2-piece molecular cluster, C6H16 overall (wB97M-V/def2-TZVPD).

```
! wB97M-V def2-TZVPD RIJCOSX def2/J DEFGRID3
* xyz 1 2
C 0.95 -0.54 2.48
H 1.43 -1.48 2.87
H -1.10 -0.95 -1.63
H 0.45 1.72 -3.32
C 0.57 1.50 -2.28
H -0.95 -1.13 3.31
C -1.48 0.58 2.03
H 1.13 0.37 3.17
H -0.74 -0.69 -3.46
H 1.29 -0.11 1.60
H -1.69 1.13 3.01
H 0.06 -2.04 -2.52
H -0.30 1.81 -1.65
H 1.80 -0.25 -2.91
H 1.37 2.02 -1.86
H -1.07 1.18 1.23
H -0.66 -1.49 1.56
H 1.28 -0.28 -1.21
C -0.29 -0.95 -2.52
C 0.93 -0.09 -2.21
C -0.50 -0.63 2.41
H -2.50 0.31 1.89
*
```

Output
E_HOMO (spin up / spin down) ... -13.904 / -13.901 eV
<S²> ... 0.75
LUMO energy (spin up / spin down) ... -3.32 / -10.69 eV
Orbital gap (spin up / spin down) ... 10.59 / 3.22 eV

Run 2
Entry from the OMol25 dataset: a 2-piece molecular cluster, C6H16 overall (wB97M-V/def2-TZVPD).

```
! wB97M-V def2-TZVPD RIJCOSX def2/J DEFGRID3
* xyz 1 2
H 0.72 1.87 -2.93
H -2.34 0.78 0.88
H -1.45 -2.48 0.28
H 2.80 1.08 -1.70
C 0.85 0.91 -2.42
H 0.03 -1.07 0.07
H -2.35 -1.70 1.65
C -1.44 0.60 0.28
C 1.86 0.78 -1.26
H 0.97 0.80 1.79
H -0.25 0.04 2.82
C 0.41 -0.13 1.96
C -1.39 -1.80 1.14
H 1.14 -0.92 1.97
C -0.60 -0.50 0.80
H -1.80 0.46 -0.76
H -0.16 0.73 -2.04
H 1.56 1.34 -0.37
H -0.88 1.53 0.18
H 1.97 -0.26 -0.97
H -0.79 -2.34 1.86
H 1.15 0.27 -3.25
*
```

Output
E_HOMO (spin up / spin down) ... -15.106 / -15.025 eV
<S²> ... 0.75
LUMO energy (spin up / spin down) ... -2.93 / -10.29 eV
Orbital gap (spin up / spin down) ... 12.18 / 4.73 eV

In eV, relative to the most stable structure: run 1 0.929; run 2 0.000.

Run 1
Entry from the OMol25 dataset: C6H15NSi as an isolated structure (wB97M-V/def2-TZVPD).

```
! wB97M-V def2-TZVPD RIJCOSX def2/J DEFGRID3
* xyz 0 1
H -1.35 0.94 -1.76
N -0.71 -1.25 -1.47
H 0.02 -3.84 -1.00
H 1.14 -3.78 -2.38
H 2.07 0.03 1.12
H -2.15 -0.33 1.53
H -2.70 1.19 0.86
C -0.44 0.57 -1.32
C 0.40 2.73 0.71
C 0.21 -3.38 -1.96
H -0.28 3.43 0.23
C -1.90 0.73 1.42
H -1.89 1.17 2.41
H 1.38 2.86 0.24
H 0.93 -0.30 2.40
Si -0.22 0.93 0.54
C 1.04 -0.26 1.32
H 0.90 -1.27 0.94
H 1.29 -1.45 -1.97
C 0.30 -1.89 -1.79
H 0.42 0.75 -1.95
H -0.62 -3.62 -2.62
H 0.49 3.02 1.75
*
```

Output
E_HOMO ... -9.047 eV
LUMO energy ... 1.06 eV
Orbital gap ... 10.11 eV

Run 2
Entry from the OMol25 dataset: a 2-piece molecular cluster, C6H15NSi overall (wB97M-V/def2-TZVPD).

```
! wB97M-V def2-TZVPD RIJCOSX def2/J DEFGRID3
* xyz 0 1
C 3.35 -1.50 0.21
H -2.40 -1.72 -1.29
Si 1.81 0.25 -0.98
C 2.66 -0.41 0.56
H -0.72 2.67 -1.36
H -2.76 -0.21 1.26
H 3.06 -2.16 -0.72
H 1.94 2.21 0.86
H -1.87 -1.44 1.41
H -4.03 -0.85 -0.67
C -0.48 1.66 -1.14
C -2.21 -0.88 0.63
C -3.09 -1.58 -0.45
N 0.53 1.31 -0.36
H -0.74 0.94 -1.76
H -3.34 -2.48 -0.04
C 0.85 2.17 0.77
H 0.90 -0.87 -1.37
H 4.16 -1.97 0.83
H 2.92 0.11 1.40
H -1.44 -0.26 0.25
H 0.70 3.25 0.42
H 0.19 1.74 1.53
*
```

Output
E_HOMO (spin up / spin down) ... -6.763 / -6.972 eV
LUMO energy (spin up / spin down) ... -0.58 / 0.06 eV
Orbital gap (spin up / spin down) ... 6.19 / 7.03 eV

In eV, relative to the most stable structure: run 1 0.000; run 2 4.497.

Run 1
Entry from the OMol25 dataset: one molecule with the formula C6H4 (wB97M-V/def2-TZVPD).

```
! wB97M-V def2-TZVPD RIJCOSX def2/J DEFGRID3
* xyz 0 1
C -0.08 -0.66 1.32
C 0.93 -1.38 -1.05
C 0.47 -0.18 -0.85
H -0.52 1.68 -1.37
C 0.07 0.50 0.50
H -0.08 -0.89 2.28
C -0.69 0.79 -0.80
C 0.66 -1.23 0.33
H 0.79 1.03 0.72
H -1.56 0.34 -1.08
*
```

Output
E_HOMO ... -8.672 eV
LUMO energy ... 0.81 eV
Orbital gap ... 9.48 eV

Run 2
Entry from the OMol25 dataset: one molecule with the formula C6H4 (wB97M-V/def2-TZVPD).

```
! wB97M-V def2-TZVPD RIJCOSX def2/J DEFGRID3
* xyz 0 1
H -1.78 0.16 1.11
H 1.38 -2.20 -0.81
C 1.05 -1.48 -0.14
C -1.25 -0.02 0.15
H -2.03 -0.38 -0.65
C 0.76 1.27 0.05
C 1.14 -0.11 0.14
C -0.12 -0.86 0.08
H 1.41 2.15 0.18
C -0.57 1.46 -0.10
*
```

Output
E_HOMO ... -7.704 eV
LUMO energy ... 0.16 eV
Orbital gap ... 7.87 eV

Run 3
Entry from the OMol25 dataset: a 2-piece molecular cluster, C6H4 overall (wB97M-V/def2-TZVPD).

```
! wB97M-V def2-TZVPD RIJCOSX def2/J DEFGRID3
* xyz 0 1
H 0.09 -1.01 1.78
C 1.19 1.10 -0.24
C 0.41 1.03 -1.29
H 1.81 0.51 2.21
C -0.04 -0.43 0.82
C -0.67 0.18 -1.38
C 1.00 0.43 0.91
H -1.74 -1.19 -0.26
C -0.87 -0.58 -0.26
H -1.19 -0.05 -2.28
*
```

Output
E_HOMO (spin up / spin down) ... -9.580 / -9.579 eV
LUMO energy (spin up / spin down) ... -0.61 / -0.61 eV
Orbital gap (spin up / spin down) ... 8.97 / 8.97 eV

Run 4
Entry from the OMol25 dataset: one molecule with the formula C6H4 (wB97M-V/def2-TZVPD).

```
! wB97M-V def2-TZVPD RIJCOSX def2/J DEFGRID3
* xyz 0 1
C -0.08 -0.66 0.56
C -1.44 -0.42 -0.07
H -1.68 -0.27 -1.12
C 1.22 -1.06 0.08
H -2.26 -0.62 0.62
C 1.78 0.12 -0.30
C -0.57 0.76 0.36
H 1.77 -1.99 0.01
H 1.02 2.49 -0.04
C 0.24 1.66 -0.09
*
```

Output
E_HOMO (spin up / spin down) ... -7.875 / -7.879 eV
LUMO energy (spin up / spin down) ... -0.73 / -0.73 eV
Orbital gap (spin up / spin down) ... 7.14 / 7.15 eV

In eV, relative to the most stable structure: run 1 3.081; run 2 1.648; run 3 0.000; run 4 3.929.